Molecular formula: CH2F2N2O
Method: DFT, ωB97M-V/def2-TZVPD

Structure (XYZ):
```
8
Properties=species:S:1:pos:R:3:forces:R:3
C -1.09165 -0.05546 -0.04544 -1.055 1.538 1.010
N 0.16522 -0.55820 -0.44978 1.666 -2.178 -3.745
N 1.35775 -0.17024 0.04636 -0.821 -5.350 -8.422
O -0.64693 -1.27936 0.43320 -0.063 -0.770 1.280
F 1.25899 0.82869 1.08992 -0.024 8.011 9.374
F 1.96066 0.55287 -0.94977 0.006 -1.074 0.565
H -1.12754 0.76320 0.66944 0.096 -0.156 0.088
H -1.87651 -0.08151 -0.79392 0.194 -0.021 -0.151
```
Positions in Å, forces in eV/Å.

Summary:
- E (hartree) = -423.32882
- 2S+1 = 3
- largest force on an atom (eV/A) = 12.33

Löwdin population analysis, charges in e, atoms 1 to 6:
1 C -0.13
2 N -0.08
3 N -0.03
4 O 0.03
5 F -0.09
6 F 0.06